Computed, not measured: 5 unconnected molecules or ions with the total composition C20H27Br2N4O6P at a distorted geometry, with wB97M-V/def2-TZVPD.

Each line ends with the natural charge from an NBO analysis.
Atoms and positions in Å:
C: 1.3392 -5.6242 2.0994  -0.6345
C: 0.1685 -5.1425 1.1982  -0.3186
Br: 0.3440 -6.0074 -0.5524  0.0493
C: 0.0165 -3.6090 1.1414  0.0474
Br: 1.7294 -2.6689 0.8706  0.0251
O: -0.8369 -3.1220 0.0941  -0.5434
C: -2.0955 -3.7046 0.1098  0.9792
O: -2.4603 -4.2881 -0.8164  -0.4794
O: -2.8069 -3.4470 1.2595  -0.7953
P: -3.9286 -4.6117 1.6536  2.4882
O: -4.9252 -4.8943 0.6456  -1.0542
O: -3.2337 -5.9695 2.1963  -0.9718
O: -4.6885 -3.9982 2.9453  -0.9406
H: 1.1106 -5.5038 3.1738  0.2234
H: 2.3120 -5.2071 1.8081  0.2381
H: 1.4054 -6.7166 1.9354  0.2369
H: -0.7474 -5.5328 1.6807  0.2238
H: -0.3844 -3.2096 2.0895  0.2164
H: -2.8192 -6.4587 1.4646  0.5195
H: -4.0601 -3.4701 3.4692  0.5004
C: 0.4606 2.3470 -0.4289  -0.3288
C: 0.5087 2.1874 -1.8387  -0.3113
C: 0.3840 0.8480 -2.1005  -0.0688
N: 0.2667 0.1931 -0.9052  -0.5101
C: 0.3072 1.0984 0.1183  -0.0739
H: 0.5293 3.2708 0.1204  0.2183
H: 0.6217 2.9662 -2.5755  0.2262
H: 0.3698 0.3055 -3.0312  0.2165
H: 0.1660 -0.8019 -0.7958  0.4220
H: 0.2256 0.7779 1.1440  0.2075
C: 2.6409 -5.1319 -4.5922  -0.3090
C: 1.9149 -4.6287 -3.4797  -0.3013
C: 2.8247 -4.0849 -2.6125  -0.0833
N: 4.0712 -4.2437 -3.1553  -0.5068
C: 3.9670 -4.8767 -4.3639  -0.0780
H: 2.2351 -5.6238 -5.4613  0.2218
H: 0.8473 -4.6622 -3.3347  0.2228
H: 2.6942 -3.6018 -1.6597  0.2092
H: 4.9298 -3.9417 -2.7319  0.4098
H: 4.8428 -5.0907 -4.9538  0.2095
C: -2.8795 5.8803 1.9357  -0.3180
C: -2.7922 6.4344 0.6312  -0.3257
C: -2.4546 5.4160 -0.2225  -0.0693
N: -2.3317 4.2699 0.5145  -0.5068
C: -2.5924 4.5427 1.8293  -0.0839
H: -3.1268 6.4015 2.8466  0.2236
H: -2.9591 7.4621 0.3513  0.2273
H: -2.2915 5.4080 -1.2873  0.2180
H: -2.0863 3.3656 0.1458  0.4272
H: -2.5517 3.7648 2.5736  0.2115
C: 2.6319 6.9775 0.4150  -0.3134
C: 2.2309 8.2884 0.7785  -0.3114
C: 0.9569 8.2003 1.2778  -0.0760
N: 0.5719 6.8900 1.2260  -0.5104
C: 1.5880 6.1375 0.7064  -0.0657
H: 3.5779 6.6834 -0.0104  0.2184
H: 2.8103 9.1927 0.6853  0.2181
H: 0.2927 8.9560 1.6635  0.2073
H: -0.3234 6.5354 1.5248  0.4274
H: 1.4821 5.0734 0.5873  0.1994

Its gap between HOMO and LUMO is 0.280 Ha. The lowest unoccupied orbital energy is -0.33 eV. As for the total charge: 0. The largest force on an atom is 2.80 eV Å⁻¹. Its highest occupied orbital energy is -7.962 eV.